Record 1
41
Properties=species:S:1:pos:R:3 method="wB97M-V/def2-TZVPD" e_lumo_ev=0.702 de_lowest_kcal_mol=32.72 spin_multiplicity=1 orbital_gap_ev=8.8 smiles="O=C(c1cccs1)N1CCN(CCc2ccccc2)CC1" e_homo_ev=-8.106
O -3.27 -1.99 -0.49
C -2.63 -1.09 0.02
C -3.24 0.25 0.22
C -3.37 0.97 1.37
C -4.14 2.14 1.20
C -4.57 2.29 -0.08
S -4.08 1.00 -1.09
N -1.37 -1.26 0.47
C -0.43 -0.21 0.81
C 0.72 -0.18 -0.21
N 1.38 -1.46 -0.36
C 2.32 -1.81 0.69
C 3.76 -1.55 0.22
C 4.02 -0.09 0.02
C 3.93 0.48 -1.24
C 4.13 1.84 -1.42
C 4.42 2.64 -0.34
C 4.52 2.09 0.93
C 4.32 0.73 1.10
C 0.40 -2.48 -0.70
C -0.74 -2.56 0.33
H -2.96 0.66 2.32
H -4.35 2.84 1.99
H -5.16 3.09 -0.49
H -0.94 0.76 0.82
H -0.04 -0.41 1.82
H 1.46 0.57 0.09
H 0.32 0.10 -1.18
H 2.13 -1.23 1.61
H 2.22 -2.87 0.94
H 4.44 -1.95 0.98
H 3.92 -2.09 -0.71
H 3.69 -0.15 -2.09
H 4.06 2.27 -2.41
H 4.58 3.70 -0.48
H 4.75 2.71 1.78
H 4.40 0.30 2.09
H 0.90 -3.45 -0.78
H -0.02 -2.23 -1.67
H -1.50 -3.27 0.01
H -0.34 -2.86 1.31

---

Record 2
17
Properties=species:S:1:pos:R:3 method="wB97M-V/def2-TZVPD" e_lumo_ev=1.102 de_lowest_kcal_mol=43.62 spin_multiplicity=1 orbital_gap_ev=10.1 smiles="C=C[C@@H]1C[C@@H]1CO" e_homo_ev=-8.958
C -0.06 2.10 -0.33
C 0.78 1.09 -0.55
C 0.37 -0.26 -1.05
C -1.05 -0.74 -0.89
C 0.04 -1.36 -0.07
C 0.19 -1.01 1.41
O 0.56 0.32 1.67
H -1.11 2.03 -0.59
H 0.29 3.05 0.07
H 1.84 1.19 -0.33
H 0.91 -0.55 -1.95
H -1.76 -0.09 -0.38
H -1.49 -1.31 -1.70
H 0.31 -2.38 -0.33
H 1.00 -1.63 1.83
H -0.73 -1.25 1.97
H -0.04 0.98 1.25

---

Record 3
78
Properties=species:S:1:pos:R:3 method="wB97M-V/def2-TZVPD" e_lumo_ev="0.528 / -3.407" de_lowest_kcal_mol=29.38 spin_multiplicity=3 orbital_gap_ev="9.0 / 5.0" s_squared=2.013 e_homo_ev="-8.490 / -8.421"
C -1.89 -2.27 -3.77
C -1.34 -2.97 -2.57
H -1.21 -2.32 -4.63
H -2.06 -1.22 -3.50
H -2.85 -2.70 -4.10
C -0.96 -4.26 -2.58
C -1.00 -5.15 -3.78
H -0.57 -4.70 -1.66
H -0.77 -4.61 -4.71
H -1.97 -5.66 -3.89
H -0.23 -5.93 -3.66
Au -1.47 0.92 0.98
Cl -3.56 -0.80 2.61
Cl -3.15 2.38 0.44
H 0.86 5.81 4.02
H -1.97 6.22 3.39
C 0.84 5.34 3.03
C -1.54 5.84 2.44
N -0.49 4.86 2.68
H 1.53 4.48 3.01
C -0.82 3.56 2.93
O -0.08 2.77 3.54
H -2.36 5.43 1.84
H -1.82 3.29 2.53
H 1.16 6.10 2.31
H -1.12 6.70 1.91
H 1.83 -1.14 -3.43
H 2.15 -3.40 -2.38
C 2.68 -0.74 -2.87
C 3.08 -2.99 -1.95
N 2.96 -1.56 -1.73
H 2.47 0.28 -2.54
C 3.46 -1.01 -0.58
O 3.58 0.19 -0.37
H 3.30 -3.47 -0.99
H 3.76 -1.79 0.15
H 3.55 -0.71 -3.54
H 3.91 -3.19 -2.65
O -0.03 -1.43 -1.66
C -1.17 -2.07 -1.34
C 0.31 -3.29 0.27
C -0.96 -2.78 0.00
H 1.09 -3.11 -0.46
C 0.57 -3.95 1.46
H -2.10 -1.47 -1.25
C -1.96 -2.89 0.95
H 1.58 -4.34 1.61
C -0.45 -4.10 2.42
C -1.71 -3.54 2.16
H -2.92 -2.42 0.74
H -0.25 -4.64 3.36
H -2.53 -3.59 2.87
Si 0.12 2.77 -2.81
Cl -0.24 0.88 -1.95
C 1.83 3.24 -2.18
C -1.15 3.89 -2.03
C 0.08 2.41 -4.65
H 2.04 2.87 -1.17
H 1.90 4.33 -2.17
H 2.61 2.86 -2.86
H 1.01 1.89 -4.96
H 0.00 3.33 -5.26
H -0.77 1.77 -4.94
H -0.69 4.49 -1.23
H -2.01 3.38 -1.57
H -1.52 4.62 -2.77
S 0.47 -0.29 1.51
C 0.20 -0.31 3.21
N 1.15 -0.17 4.15
C 0.55 0.12 5.46
C -0.94 0.05 5.15
N -0.99 -0.43 3.79
H 2.11 0.06 3.92
H 0.85 1.10 5.83
H 0.82 -0.64 6.19
H -1.37 1.06 5.24
H -1.48 -0.66 5.78
H -1.94 -0.56 3.27

---

Record 4
92
Properties=species:S:1:pos:R:3 method="wB97M-V/def2-TZVPD" e_lumo_ev=-8.034 spin_multiplicity=1 charge=+2 orbital_gap_ev=6.2 e_homo_ev=-14.218
Ta -1.17 -0.63 2.12
C -1.06 1.75 -5.15
C -2.03 0.62 -4.80
C -1.54 -0.68 -5.44
C -3.43 0.94 -5.35
C -2.11 0.50 -3.27
C -1.74 -0.66 -2.60
C -1.78 -0.67 -1.22
Se -1.27 -2.24 -0.24
C 0.65 -2.12 -0.30
C 1.33 -2.42 -1.45
C 2.72 -2.33 -1.46
C 3.35 -2.01 -0.26
C 2.69 -1.73 0.94
C 1.31 -1.77 0.87
O 0.47 -1.40 1.95
C 3.46 -1.47 2.25
C 4.98 -1.49 2.04
C 3.10 -2.58 3.25
C 3.09 -0.10 2.85
C 3.49 -2.59 -2.76
C 5.01 -2.49 -2.56
C 3.06 -1.54 -3.79
C 3.15 -4.00 -3.28
C -2.23 0.42 -0.50
O -2.17 0.28 0.91
C -2.67 1.58 -1.12
C -2.57 1.57 -2.51
C -3.28 2.78 -0.35
C -3.66 3.92 -1.29
C -4.56 2.30 0.35
C -2.29 3.33 0.68
H -0.96 1.82 -6.24
H -0.07 1.56 -4.73
H -1.41 2.72 -4.78
H -1.50 -0.56 -6.52
H -2.20 -1.53 -5.22
H -0.52 -0.93 -5.11
H -3.39 0.96 -6.45
H -3.79 1.92 -5.02
H -4.16 0.18 -5.05
H -1.42 -1.54 -3.14
H 0.79 -2.71 -2.34
H 4.43 -1.98 -0.25
H 5.33 -2.46 1.69
H 5.47 -1.28 2.99
H 5.30 -0.72 1.33
H 3.35 -3.57 2.85
H 2.04 -2.58 3.51
H 3.67 -2.45 4.18
H 3.27 0.70 2.13
H 3.71 0.09 3.73
H 2.05 -0.05 3.17
H 5.31 -1.50 -2.22
H 5.50 -2.68 -3.51
H 5.37 -3.24 -1.84
H 3.31 -0.53 -3.46
H 1.98 -1.58 -3.99
H 3.57 -1.72 -4.74
H 3.42 -4.77 -2.55
H 3.72 -4.20 -4.20
H 2.09 -4.11 -3.52
H -2.89 2.46 -3.04
H -4.43 3.63 -2.01
H -2.79 4.31 -1.84
H -4.06 4.74 -0.70
H -5.27 1.89 -0.36
H -5.03 3.14 0.87
H -4.35 1.53 1.10
H -1.34 3.62 0.21
H -2.07 2.62 1.48
H -2.71 4.22 1.14
F 1.78 4.00 2.25
C 0.99 3.16 2.91
C 0.49 2.05 2.26
C -0.33 1.19 2.98
C -0.66 1.42 4.32
C -0.13 2.56 4.91
F -0.40 2.85 6.18
C 0.69 3.44 4.23
C -1.54 0.44 4.99
C -2.00 0.48 6.29
C -2.82 -0.53 6.77
C -3.20 -1.59 5.95
C -2.73 -1.59 4.67
N -1.93 -0.61 4.20
H 0.76 1.88 1.22
H 1.09 4.32 4.72
H -1.71 1.29 6.94
H -3.17 -0.49 7.80
H -3.84 -2.39 6.30
H -3.00 -2.39 3.99

---

Record 5
6
Properties=species:S:1:pos:R:3 method="wB97M-V/def2-TZVPD" e_lumo_ev=0.554 de_lowest_kcal_mol=36.41 spin_multiplicity=1 orbital_gap_ev=10.3 e_homo_ev=-9.702
O -1.98 -1.41 -0.59
F -3.34 0.48 0.36
Si -1.88 0.11 -0.02
H -2.62 -2.09 -0.74
H -0.95 3.42 -0.95
H -1.27 3.73 -0.27

---

Record 6
17
Properties=species:S:1:pos:R:3 method="wB97M-V/def2-TZVPD" e_lumo_ev=0.050 de_lowest_kcal_mol=204.19 spin_multiplicity=1 orbital_gap_ev=8.7 smiles="CC(C)NN(O)N=O" e_homo_ev=-8.628
C 0.86 -0.51 1.25
C 0.61 0.45 0.06
C 1.78 0.53 -0.88
N -0.58 0.04 -0.71
N -1.69 -0.38 0.11
O -2.66 -1.06 -0.66
N -2.40 0.91 0.58
O -2.11 1.83 -0.06
H 0.98 -1.46 0.88
H -0.11 -0.46 1.87
H 1.76 -0.20 2.01
H 0.25 1.64 0.51
H 1.56 0.98 -1.82
H 2.15 -0.61 -1.36
H 2.65 0.82 -0.35
H -0.21 -0.63 -1.39
H -2.83 -1.88 -0.04

---

Record 7
12
Properties=species:S:1:pos:R:3 method="wB97M-V/def2-TZVPD" e_lumo_ev="-10.778 / -10.451" de_lowest_kcal_mol=14.31 spin_multiplicity=1 charge=+2 orbital_gap_ev="7.3 / 9.2" e_homo_ev="-18.114 / -19.669"
C -2.39 0.42 0.04
C -1.05 -0.24 -0.20
O -0.05 0.79 -0.32
C 1.20 0.46 -0.52
O 1.52 -0.76 -0.60
O -3.03 -0.03 1.12
H -2.29 1.53 0.01
H -1.08 -0.83 -1.13
H -0.80 -0.91 0.63
Ga 2.87 0.28 -0.76
Li -4.61 -0.75 1.42
H -3.39 0.13 -0.82

---

Record 8
139
Properties=species:S:1:pos:R:3 method="wB97M-V/def2-TZVPD" e_lumo_ev=0.447 de_lowest_kcal_mol=75.17 spin_multiplicity=1 orbital_gap_ev=9.5 smiles=COC[C@H](C)N.COC[C@H](C)N.COC[C@H](C)N.COC[C@H](C)N.COC[C@H](C)N.COC[C@H](C)N.COC[C@H](C)N.COC[C@H](C)N.O e_homo_ev=-9.098
C -1.69 -10.16 1.56
O -2.79 -9.59 2.24
C -2.62 -8.70 3.32
C -4.00 -8.20 3.86
C -4.77 -7.53 2.72
N -3.81 -7.22 4.93
H -2.03 -10.83 0.76
H -1.05 -10.68 2.28
H -1.10 -9.37 1.09
H -2.22 -9.32 4.12
H -1.98 -7.86 3.07
H -4.59 -9.05 4.21
H -4.21 -6.76 2.19
H -5.67 -7.00 3.04
H -5.15 -8.28 2.02
H -4.72 -6.94 5.27
H -3.44 -7.69 5.74
C -6.75 1.70 -3.43
O -6.22 1.12 -4.58
C -6.25 -0.32 -4.67
C -5.59 -0.73 -6.07
C -5.71 -2.27 -6.41
N -4.18 -0.32 -6.04
H -6.51 2.76 -3.40
H -6.43 1.27 -2.49
H -7.83 1.59 -3.54
H -5.64 -0.68 -3.84
H -7.21 -0.83 -4.67
H -6.11 -0.15 -6.83
H -5.29 -2.83 -5.58
H -5.18 -2.47 -7.34
H -6.76 -2.46 -6.62
H -3.74 -0.92 -5.36
H -4.23 0.63 -5.71
C 0.66 -6.83 -9.12
O 1.78 -5.97 -8.76
C 1.62 -4.67 -9.41
C 2.06 -4.72 -10.95
C 3.45 -5.24 -11.10
N 1.97 -3.41 -11.53
H 0.91 -7.21 -10.11
H -0.29 -6.32 -9.02
H 0.63 -7.70 -8.46
H 0.63 -4.21 -9.29
H 2.17 -3.93 -8.83
H 1.38 -5.39 -11.48
H 4.07 -4.65 -10.43
H 3.69 -5.21 -12.16
H 3.44 -6.29 -10.81
H 1.12 -2.89 -11.36
H 1.94 -3.46 -12.54
C -2.73 8.52 0.93
O -2.29 9.59 0.07
C -1.95 10.81 0.82
C -1.76 12.05 -0.18
C -1.36 13.26 0.59
N -3.03 12.27 -0.84
H -2.04 8.36 1.76
H -2.75 7.53 0.49
H -3.72 8.66 1.36
H -2.70 11.01 1.59
H -1.02 10.84 1.39
H -0.96 11.88 -0.89
H -0.35 13.08 0.96
H -2.01 13.43 1.45
H -1.35 14.11 -0.09
H -2.92 12.80 -1.69
H -3.34 11.34 -1.10
C 4.53 2.09 7.63
O 5.20 3.00 6.76
C 4.65 3.01 5.41
C 5.70 3.63 4.47
C 5.02 3.89 3.09
N 6.93 2.86 4.26
H 3.52 2.40 7.90
H 5.03 2.14 8.61
H 4.57 1.03 7.39
H 4.37 1.98 5.16
H 3.74 3.60 5.43
H 5.87 4.52 5.08
H 5.66 4.43 2.38
H 4.13 4.48 3.32
H 4.80 2.89 2.73
H 7.27 2.78 5.21
H 7.67 3.31 3.76
C -2.61 4.57 7.03
O -3.11 5.89 6.99
C -3.04 6.51 8.30
C -2.30 7.85 8.33
C -0.91 7.75 7.95
N -2.34 8.46 9.61
H -3.12 3.78 7.57
H -1.56 4.57 7.33
H -2.53 4.23 6.00
H -4.04 6.72 8.69
H -2.50 5.94 9.06
H -2.81 8.51 7.63
H -0.75 7.30 6.97
H -0.40 7.12 8.68
H -0.46 8.74 8.03
H -1.86 9.34 9.45
H -1.66 7.98 10.18
C -0.97 -4.63 -1.82
O -1.14 -3.25 -2.00
C -0.32 -2.44 -1.13
C -0.62 -2.58 0.38
C -1.97 -1.95 0.72
N 0.46 -2.06 1.25
H 0.05 -4.89 -1.54
H -1.24 -5.19 -2.71
H -1.66 -4.90 -1.01
H 0.69 -2.73 -1.43
H -0.33 -1.42 -1.50
H -0.85 -3.63 0.55
H -2.81 -2.21 0.07
H -1.93 -0.87 0.70
H -2.35 -2.32 1.67
H 0.30 -1.10 1.52
H 1.37 -2.16 0.83
C 7.84 -5.13 -4.28
O 7.46 -5.15 -2.88
C 6.58 -4.10 -2.47
C 7.23 -2.89 -1.76
C 7.97 -3.24 -0.52
N 6.15 -1.97 -1.38
H 8.32 -4.21 -4.61
H 6.98 -5.33 -4.91
H 8.52 -5.95 -4.51
H 5.98 -3.82 -3.33
H 5.86 -4.58 -1.81
H 7.95 -2.33 -2.36
H 8.82 -3.90 -0.69
H 7.28 -3.82 0.10
H 8.41 -2.40 0.02
H 5.84 -1.47 -2.20
H 6.52 -1.31 -0.71
O -0.66 -2.64 6.99
H -1.31 -3.32 7.18
H -0.49 -2.73 6.05

---

| no. | F_max (eV Å⁻¹) |
| --- | --- |
| 1 | 0.6 |
| 2 | 1.3 |
| 3 | 2.2 |
| 4 | 2.0 |
| 5 | 2.6 |
| 6 | 4.8 |
| 7 | 11.3 |
| 8 | 2.3 |